1.
65
Properties=species:S:1:pos:R:3:nbo_charge:R:1 method="wB97M-V/def2-TZVPD" molar_mass_g_mol=560.4 total_energy_ev=-60698.31827 e_homo_ev=-9.867 gap_ev=10.02
O 15.47540 13.59117 1.92960 -0.568
C 14.37888 14.16616 2.02568 0.962
O 14.00887 15.28035 1.42801 -0.472
C 12.75391 15.68310 1.81043 -0.118
C 12.17267 14.20531 2.02296 0.445
F 11.88759 13.86630 0.82757 -0.314
O 13.30708 13.53746 2.50421 -0.488
H 12.63317 16.30009 2.70084 0.184
H 12.23644 16.13885 0.96626 0.207
H 11.30224 14.20668 2.67904 0.162
O 18.68856 29.04563 -0.80743 -0.552
C 18.92573 30.14572 -0.41773 0.969
O 20.11754 30.48770 0.15967 -0.495
C 20.19949 31.84728 0.52332 -0.120
C 18.82003 32.32694 -0.03027 0.441
F 18.97335 32.97465 -1.13432 -0.323
O 18.08748 31.19313 -0.40602 -0.477
H 20.17235 31.87772 1.61255 0.185
H 21.08207 32.39186 0.18779 0.216
H 18.38997 33.02072 0.69210 0.155
O 26.91420 18.93700 3.11903 -0.545
C 25.70872 18.87699 3.07507 0.963
O 24.79898 19.48587 3.95435 -0.489
C 23.54762 18.96970 3.69830 -0.123
C 23.68244 18.53184 2.22517 0.446
F 23.51882 19.52394 1.46756 -0.306
O 25.02685 18.08383 2.19630 -0.493
H 23.43236 18.05868 4.28554 0.177
H 22.71208 19.63054 3.92908 0.212
H 22.95462 17.75592 1.98785 0.157
O 15.49531 22.45599 10.37720 -0.547
C 15.97756 23.49329 10.70788 0.978
O 15.55032 24.22414 11.78861 -0.500
C 15.94274 25.60533 11.63578 -0.126
C 17.21852 25.41948 10.75690 0.448
F 18.26438 25.18113 11.49355 -0.319
O 16.90066 24.22540 10.06353 -0.501
H 15.25697 26.21765 11.05023 0.187
H 16.11189 26.11165 12.58611 0.217
H 17.41829 26.28498 10.12514 0.164
C 13.48641 23.27759 2.74005 -0.445
C 14.24441 23.03783 3.95333 -0.428
C 15.68067 22.98314 3.41773 -0.065
O 15.61869 22.58012 2.07559 -0.527
C 14.34499 23.04975 1.52514 -0.068
H 13.07605 24.28698 2.71106 0.211
H 12.69862 22.52427 2.74043 0.208
H 13.88024 22.16745 4.49917 0.205
H 14.20346 23.86023 4.66753 0.209
H 16.25510 22.32550 4.07015 0.187
H 16.16265 23.95411 3.53175 0.156
H 13.86037 22.29132 0.91029 0.184
H 14.40509 23.97376 0.95006 0.173
C 16.42329 18.93074 -2.61289 -0.256
O 16.58463 20.31047 -3.09957 -0.733
H 16.89374 18.89610 -1.63025 0.172
H 15.41189 18.52611 -2.65105 0.176
H 17.03419 18.20720 -3.15270 0.171
H 16.93347 20.84897 -2.38548 0.470
C 7.33632 19.62911 0.63197 -0.247
O 6.12913 19.44245 -0.14433 -0.739
H 7.06527 19.43138 1.66905 0.166
H 8.13107 18.95998 0.30220 0.173
H 7.55752 20.68560 0.48029 0.180
H 5.39899 19.17073 0.41661 0.467

2.
13
Properties=species:S:1:pos:R:3:nbo_charge:R:1 method="wB97M-V/def2-TZVPD" e_above_lowest_kj_mol=162.3 molar_mass_g_mol=111.1 total_energy_ev=-10745.93286 e_homo_ev=-10.314 gap_ev=10.42
C 1.96857 -0.83989 0.12093 -0.713
C 1.20488 0.43814 -0.16951 0.724
O 1.61682 1.59035 -0.18572 -0.523
N -0.24560 0.31236 -0.05820 -0.277
C -1.22119 1.30667 0.05096 0.207
N -2.43436 0.81807 0.02119 -0.457
C -2.19499 -0.52475 -0.04877 0.136
N -0.92224 -0.83182 -0.19631 -0.287
H 1.17742 -1.50287 -0.01865 0.251
H 2.21602 -0.80119 1.12728 0.249
H 2.77157 -1.07371 -0.61671 0.250
H -0.93993 2.35997 0.32067 0.229
H -2.99698 -1.25132 -0.34716 0.211

3.
190
Properties=species:S:1:pos:R:3:lowdin_spin:R:1 method="wB97M-V/def2-TZVPD" total_charge=+1 molar_mass_g_mol=1195.4 total_energy_ev=-114603.40000 e_homo_ev="-10.385 / -10.385" s_squared=0.758 gap_ev="9.01 / 3.27" spin_multiplicity=2
C -3.39454 3.18943 -3.95166 0.037
O -4.29110 4.04445 -3.68996 0.409
N -3.07056 2.79287 -5.10789 0.014
N -2.72298 2.60865 -3.05920 0.015
H -2.20558 2.27685 -5.18301 0.002
H -3.47739 3.27308 -5.89781 0.000
H -2.70127 3.16282 -2.21510 0.000
H -2.13948 1.81731 -3.29029 0.002
C -4.14076 -0.25650 -4.25288 0.000
O -5.03096 0.49028 -4.03088 0.000
N -3.97894 -1.00858 -5.27405 0.000
N -3.21903 -0.49756 -3.40870 0.000
H -4.61746 -0.99008 -6.05639 0.000
H -3.24863 -1.70486 -5.31809 0.000
H -3.28792 0.00044 -2.53272 0.000
H -2.55808 -1.25061 -3.53581 0.000
C -1.14746 5.12758 0.10710 0.000
O -1.80538 4.68654 -0.85419 0.002
N -1.55627 5.03111 1.36186 0.000
N -0.01043 5.80962 0.08620 0.000
H -0.94753 5.18224 2.15349 0.000
H -2.47899 4.67625 1.56869 0.000
H 0.41632 6.09759 0.95514 0.000
H 0.34757 5.95427 -0.84708 0.000
C 3.50339 -3.03185 -4.94049 0.000
O 2.54283 -2.25606 -4.75907 0.000
N 4.54544 -2.76791 -5.68293 0.000
N 3.53001 -4.23192 -4.52595 0.000
H 5.32490 -3.40488 -5.60040 0.000
H 4.74282 -1.92441 -6.20221 0.000
H 4.26184 -4.88479 -4.76736 0.000
H 2.67901 -4.44457 -4.02527 0.000
C 1.09147 1.49651 -4.43603 0.000
O 0.39144 2.24870 -5.05861 0.000
N 2.10744 1.90004 -3.74874 0.000
N 1.01738 0.20725 -4.51913 0.000
H 2.73326 1.36375 -3.16491 0.000
H 2.27256 2.89292 -3.66489 0.000
H 0.18359 -0.14255 -4.96919 0.000
H 1.62610 -0.43616 -4.03377 0.000
C 4.42545 -1.04993 3.59574 0.000
O 5.01308 -1.93755 2.99156 0.000
N 5.09133 -0.11803 4.12111 0.000
N 3.16478 -0.87372 3.77275 0.000
H 4.70476 0.11423 5.02484 0.000
H 6.09553 -0.14415 4.01631 0.000
H 2.86391 -0.19432 4.45684 0.000
H 2.47412 -1.60736 3.70301 0.000
C -2.39980 -3.27115 -0.09919 0.000
O -1.65290 -4.06359 -0.62477 0.000
N -3.49964 -2.87013 -0.69953 0.000
N -2.22636 -2.82356 1.12288 0.000
H -4.11988 -2.34657 -0.09846 0.000
H -3.80022 -3.11093 -1.63322 0.000
H -1.32179 -3.04257 1.51516 0.000
H -2.84269 -2.11189 1.48863 0.000
C 0.35844 -2.54197 3.24500 0.000
O 0.02186 -1.39813 3.52931 0.000
N 0.75344 -2.93371 2.02110 0.000
N 0.29293 -3.55768 4.01796 0.000
H 0.74205 -2.29349 1.24002 0.000
H 0.92369 -3.91152 1.83401 0.000
H -0.00690 -3.45032 4.97643 0.000
H 0.38541 -4.50543 3.68131 0.000
C 2.12957 4.13033 2.63395 0.000
O 1.94484 5.19980 3.12350 0.000
N 2.00545 3.79318 1.36595 0.000
N 2.21098 3.01908 3.32810 0.000
H 2.04602 2.80903 1.14255 0.000
H 1.62602 4.51614 0.77141 0.000
H 2.03018 2.08890 2.97855 0.000
H 2.18277 3.17786 4.32514 0.000
C -0.75178 -2.76903 -4.21913 0.000
O -1.91949 -2.85769 -4.17977 0.000
N 0.04851 -2.84038 -3.17068 0.000
N -0.23911 -2.64677 -5.44647 0.000
H -0.48217 -2.93745 -2.31683 0.000
H 1.01323 -3.13616 -3.21455 0.000
H -0.74173 -2.50526 -6.31102 0.000
H 0.70294 -2.28668 -5.39187 0.000
C 6.98075 -0.83454 -0.30465 0.000
O 6.12883 -0.91537 -1.12131 0.000
N 8.16414 -0.33634 -0.43603 0.000
N 6.97852 -1.29205 0.94930 0.000
H 8.33996 0.09582 -1.33180 0.000
H 8.92577 -0.55705 0.18952 0.000
H 7.70979 -1.09627 1.61789 0.000
H 6.27236 -1.98057 1.16692 0.000
C -0.71573 1.53956 -0.02490 0.000
C 0.24977 0.43230 0.43291 0.000
C 1.16691 0.06329 -0.72679 0.000
O 1.46902 -1.31180 -0.58320 0.000
C 2.66336 -1.70366 -1.22325 0.000
N 0.98549 0.88018 1.56743 0.000
H -1.44179 1.71460 0.76902 0.000
H -1.34185 1.07947 -0.78935 0.000
H -0.18011 2.42382 -0.37028 0.000
H -0.37670 -0.43087 0.65779 0.000
H 2.00315 0.75508 -0.62567 0.000
H 0.72633 0.17597 -1.71740 0.000
H 3.56360 -1.30535 -0.75527 0.000
H 2.49476 -1.44763 -2.26925 0.000
H 2.69256 -2.79292 -1.19576 0.000
H 0.31200 0.51251 2.22419 0.000
H 1.76927 0.24880 1.65202 0.000
C -4.22819 -0.18581 6.27270 0.000
C -4.35293 -0.22821 4.73896 0.000
C -3.01834 0.04734 4.03311 0.000
O -2.44833 1.21652 4.63422 0.000
C -1.10481 1.48362 4.45204 0.000
N -4.89054 -1.56128 4.51620 0.000
H -3.75014 0.66924 6.75068 0.000
H -3.66292 -1.05010 6.62136 0.000
H -5.22403 -0.33280 6.69080 0.000
H -5.09734 0.44858 4.31953 0.000
H -3.20227 0.36362 3.00635 0.000
H -2.37483 -0.81216 3.84536 0.000
H -0.73344 2.42381 4.85975 0.000
H -0.88509 1.57733 3.38853 0.000
H -0.62851 0.59170 4.85914 0.000
H -5.60927 -1.84502 5.16660 0.000
H -4.10228 -2.19166 4.55318 0.000
C -4.44560 -0.11528 -0.06124 0.000
C -5.58614 -0.33263 0.95752 0.000
C -6.96836 -0.09385 0.33218 0.000
O -7.92183 -0.01162 1.48889 0.000
C -9.27729 0.14889 0.97259 0.000
N -5.43621 -1.62155 1.48676 0.000
H -4.48776 0.94661 -0.30357 0.000
H -4.63814 -0.59029 -1.02322 0.000
H -3.45299 -0.39398 0.29253 0.000
H -5.53394 0.40156 1.76147 0.000
H -7.34507 -0.89964 -0.29782 0.000
H -6.96402 0.85090 -0.21143 0.000
H -9.26805 1.19518 0.66715 0.000
H -9.93687 0.10903 1.83946 0.000
H -9.45628 -0.48473 0.10392 0.000
H -6.36108 -1.97662 1.68330 0.000
H -5.13047 -1.59823 2.44910 0.000
C -6.37864 6.23833 0.29389 0.008
C -5.52046 5.32143 -0.47182 0.058
C -5.17695 4.06097 0.30135 0.010
O -4.20532 4.33702 1.37298 0.000
C -4.16525 3.42396 2.46775 0.000
N -6.17584 4.95406 -1.73304 0.386
H -7.43732 5.97897 0.29806 0.001
H -6.38555 7.25919 -0.08806 0.000
H -6.03328 6.13739 1.32280 0.000
H -4.58477 5.85287 -0.64550 0.032
H -4.86956 3.30839 -0.42475 0.000
H -6.06889 3.81551 0.87781 0.002
H -5.09368 3.12152 2.95215 0.000
H -3.49531 3.74260 3.26634 0.000
H -3.55070 2.60883 2.08564 0.000
H -6.40487 5.80475 -2.22698 0.010
H -5.44085 4.65390 -2.35737 0.011
C 4.55821 -8.95270 1.88049 0.000
C 4.82242 -7.79452 2.82938 0.000
C 4.76892 -6.36647 2.22503 0.000
O 3.69184 -6.10105 1.39533 0.000
C 3.62812 -4.79025 0.85977 0.000
N 3.78909 -7.98384 3.85367 0.000
H 5.32735 -8.83577 1.11705 0.000
H 3.59409 -8.98228 1.37286 0.000
H 4.84857 -9.85287 2.42222 0.000
H 5.72485 -7.99713 3.40615 0.000
H 5.74576 -6.05328 1.85652 0.000
H 4.64637 -5.64900 3.03640 0.000
H 3.51240 -4.00464 1.60645 0.000
H 2.75314 -4.72218 0.21334 0.000
H 4.46696 -4.61529 0.18610 0.000
H 3.68948 -8.93263 4.18528 0.000
H 2.95230 -7.85264 3.30351 0.000
C 4.38210 3.75870 -1.77530 0.000
C 5.31030 2.66266 -2.53188 0.000
C 6.73320 2.69441 -2.05822 0.000
O 7.38216 3.93434 -2.23792 0.000
C 7.56697 4.27523 -3.59529 0.000
N 4.64954 1.42533 -2.28011 0.000
H 3.35945 3.58441 -2.10985 0.000
H 4.52312 4.80542 -2.04473 0.000
H 4.39221 3.64710 -0.69107 0.000
H 5.15314 2.81489 -3.59969 0.000
H 7.22965 1.79279 -2.41700 0.000
H 6.87617 2.54150 -0.98851 0.000
H 7.77593 5.33614 -3.73279 0.000
H 6.69837 3.95222 -4.16913 0.000
H 8.44192 3.73623 -3.95870 0.000
H 4.10432 1.34311 -1.43390 0.000
H 5.33941 0.68793 -2.25968 0.000

4.
48
Properties=species:S:1:pos:R:3:nbo_charge:R:1 method="wB97M-V/def2-TZVPD" total_charge=+1 e_above_lowest_kj_mol=0.0 molar_mass_g_mol=481.6 total_energy_ev=-125646.10584 e_homo_ev="-10.217 / -10.731" s_squared=6.025 gap_ev="7.95 / 7.82" spin_multiplicity=5
Fe -0.09459 0.18314 -0.48914 0.712
C -1.42314 2.68609 -2.37830 -0.528
C -2.60625 1.72374 -2.30344 -0.543
S -2.29051 0.05413 -1.61263 0.280
C -2.08151 -0.95880 -3.13902 -0.524
C -0.70921 -0.84874 -3.73765 -0.517
S 0.55878 -1.04959 -2.42901 0.264
C 2.01146 -0.22000 -3.13632 -0.532
C 2.95893 0.09878 -2.03002 -0.506
S 2.17247 0.80304 -0.47855 0.222
C 2.28738 2.67007 -0.52812 -0.506
C 1.18021 3.30330 -1.29843 -0.549
S -0.40485 2.55087 -0.87621 0.277
H -1.77822 3.72575 -2.37288 0.248
H -0.77474 2.48901 -3.27111 0.217
H -3.15106 1.61557 -3.24277 0.250
H -3.28775 2.16327 -1.58330 0.247
H -2.84016 -0.66696 -3.85707 0.249
H -2.23407 -1.97776 -2.76160 0.254
H -0.52210 0.11970 -4.22375 0.217
H -0.53848 -1.64451 -4.45244 0.247
H 1.65296 0.68932 -3.63297 0.216
H 2.47608 -0.88615 -3.85862 0.251
H 3.73395 0.84035 -2.27701 0.251
H 3.40364 -0.80886 -1.62915 0.249
H 3.28118 2.96927 -0.82041 0.253
H 2.19025 2.88040 0.54263 0.253
H 1.40085 3.28861 -2.39117 0.231
H 1.02508 4.33406 -0.98734 0.251
C -2.92685 -0.16189 4.29299 -0.659
C -2.00737 -1.31988 4.51593 -0.030
O -1.53500 -1.79580 3.10516 -0.861
P -0.40759 -1.08855 2.27255 1.750
S -0.26474 -2.02805 0.53804 -0.628
S -0.75307 0.78636 1.70179 -0.631
O 0.94674 -1.12186 3.19891 -0.825
C 1.37747 -2.45186 3.73099 -0.072
C 2.49485 -3.04211 2.87651 -0.644
H -3.48442 0.15859 5.20608 0.237
H -3.58720 -0.38517 3.45129 0.232
H -2.35845 0.69290 3.90763 0.230
H -2.46930 -2.21672 4.87174 0.205
H -1.14291 -1.13550 5.10113 0.194
H 0.50073 -3.16026 3.68660 0.192
H 1.68568 -2.36373 4.78974 0.203
H 2.04992 -3.43993 1.96629 0.223
H 3.08164 -3.81740 3.39171 0.229
H 3.20327 -2.23624 2.65071 0.218